{
  "formula": "C5H8O2",
  "method": "ωB97M-V with the def2-TZVPD basis set",
  "elements": ["C", "C", "C", "H", "H", "H", "H", "C", "O", "H", "H", "C", "O", "H", "H"],
  "xyz": [[-1.591, -0.503, -0.478], [-1.344, -1.213, 0.573], [-1.727, 0.208, 0.835], [-1.690, -0.418, -1.549], [-1.076, -2.154, 1.027], [-0.965, 0.926, 1.170], [-2.724, 0.439, 1.222], [0.883, 1.754, -0.478], [0.802, 1.021, -1.436], [0.400, 2.748, -0.464], [1.444, 1.456, 0.426], [1.896, -1.068, -0.222], [1.629, -0.838, 0.934], [1.187, -1.565, -0.906], [2.877, -0.793, -0.654]],
  "mulliken_charge": [-0.40, -0.11, -0.53, 0.36, 0.36, 0.09, 0.23, -0.22, -0.39, 0.32, 0.29, -0.13, -0.42, 0.23, 0.30],
  "smiles": "C1=CC1.C=O.C=O",
  "charge": 0,
  "fmax_ev_per_a": 0.583,
  "homo_lumo_gap_ha": 0.3683
}


{
  "formula": "C7H20NSi",
  "method": "ωB97M-V with the def2-TZVPD basis set",
  "elements": ["C", "C", "C", "C", "C", "N", "Si", "C", "C", "H", "H", "H", "H", "H", "H", "H", "H", "H", "H", "H", "H", "H", "H", "H", "H", "H", "H", "H", "H"],
  "xyz": [[3.270, 1.107, -0.217], [2.158, 0.193, 0.452], [0.885, 0.276, -0.501], [-0.193, -0.776, -0.233], [-0.139, -1.788, -1.343], [0.157, -1.502, 1.036], [-1.997, -0.016, 0.071], [-2.188, 0.690, 1.900], [-2.547, 1.219, -1.252], [2.964, 1.410, -1.223], [4.214, 0.434, -0.367], [3.596, 1.930, 0.375], [2.106, 0.651, 1.400], [2.346, -0.850, 0.577], [0.561, 1.272, -0.372], [1.217, 0.006, -1.457], [-1.153, -2.305, -1.513], [0.682, -2.429, -1.255], [-0.024, -1.418, -2.378], [-0.553, -2.189, 1.289], [1.086, -1.862, 0.842], [0.174, -0.864, 1.721], [-2.817, -1.180, 0.060], [-2.339, 1.750, 1.575], [-3.189, 0.322, 2.299], [-1.440, 0.640, 2.650], [-3.217, 1.972, -0.925], [-1.635, 1.762, -1.410], [-2.850, 0.742, -2.284]],
  "mulliken_charge": [-1.16, -0.59, -1.20, 0.85, -1.73, -0.20, 0.46, -1.04, -1.13, 0.35, 0.29, 0.36, 0.32, 0.50, 0.38, 0.46, 0.34, 0.55, 0.44, 0.38, 0.27, 0.24, -0.21, 0.27, 0.30, 0.40, 0.42, 0.38, 0.29],
  "smiles": "CCC[C@@](C)([NH3+])[SiH](C)C",
  "charge": 1,
  "fmax_ev_per_a": 4.771,
  "homo_lumo_gap_ha": 0.4073
}


{
  "formula": "C3H3OPr",
  "method": "ωB97M-V with the def2-TZVPD basis set",
  "elements": ["C", "C", "C", "H", "H", "H", "O", "Pr"],
  "xyz": [[-0.013, -0.524, -0.088], [0.028, 0.439, -1.305], [0.948, 0.385, -0.144], [-0.652, 1.294, -1.428], [0.279, -0.030, -2.268], [1.965, 0.646, 0.141], [-1.031, -0.480, 3.442], [-1.525, -1.729, 1.651]],
  "mulliken_charge": [-0.49, -0.50, -0.07, 0.21, 0.22, 0.33, -0.46, 1.77],
  "charge": 1,
  "fmax_ev_per_a": 3.697,
  "s2": 3.7710,
  "spin_multiplicity": 4,
  "homo_lumo_gap_ha": [0.2274, 0.2143]
}


{
  "formula": "C10H16O",
  "method": "ωB97M-V with the def2-TZVPD basis set",
  "elements": ["C", "C", "C", "H", "H", "H", "H", "H", "H", "H", "H", "C", "C", "C", "C", "C", "C", "C", "O", "H", "H", "H", "H", "H", "H", "H", "H"],
  "xyz": [[2.264, 1.232, -1.593], [2.435, 1.151, -0.050], [0.767, 1.216, -1.831], [2.817, 2.152, -1.877], [2.760, 0.324, -1.931], [1.951, 0.218, 0.252], [0.456, 0.196, -1.764], [1.888, 2.003, 0.376], [3.436, 1.163, 0.344], [0.205, 1.797, -1.140], [0.410, 1.609, -2.803], [-1.812, 1.501, 1.436], [-0.339, -2.050, 1.423], [-0.585, -2.405, 0.113], [-0.935, -0.836, 1.920], [-1.556, 0.071, 1.039], [-1.574, -1.705, -0.626], [-1.920, -0.393, -0.216], [-0.039, -3.528, -0.507], [0.283, -2.689, 2.059], [-0.767, -0.517, 2.949], [-1.942, -2.160, -1.537], [0.057, -4.202, 0.148], [-0.892, 2.050, 1.480], [-2.318, 1.529, 2.406], [-2.521, 0.319, -0.815], [-2.527, 1.954, 0.746]],
  "mulliken_charge": [-0.22, -1.03, -0.84, 0.28, 0.27, 0.19, 0.13, 0.26, 0.37, 0.21, 0.35, -1.40, -0.40, 0.64, -0.85, 0.55, -0.85, -0.30, -0.57, 0.34, 0.20, 0.29, 0.29, 0.19, 0.45, 0.16, 0.29],
  "charge": -1,
  "fmax_ev_per_a": 2.170,
  "s2": 0.7603,
  "spin_multiplicity": 2,
  "homo_lumo_gap_ha": [0.1118, 0.2575]
}


{
  "formula": "C5H16NSi",
  "method": "ωB97M-V with the def2-TZVPD basis set",
  "elements": ["C", "C", "C", "Si", "N", "C", "C", "H", "H", "H", "H", "H", "H", "H", "H", "H", "H", "H", "H", "H", "H", "H", "H"],
  "xyz": [[-2.223, -0.840, -0.153], [-0.921, -1.558, -0.109], [0.208, -0.610, 0.510], [1.909, -1.247, 0.071], [-0.011, 0.949, 0.182], [0.017, 1.186, -1.251], [0.941, 1.801, 0.841], [-2.320, -0.344, 0.782], [-3.153, -1.456, -0.119], [-2.473, -0.117, -0.910], [-0.581, -1.892, -1.058], [-1.260, -2.365, 0.545], [0.040, -0.654, 1.592], [2.015, -0.983, -1.377], [2.056, -2.654, 0.531], [2.573, -0.507, 1.125], [-0.932, 1.246, 0.627], [0.985, 0.887, -1.675], [-0.847, 0.774, -1.744], [-0.067, 2.316, -1.476], [1.918, 1.512, 0.453], [0.655, 2.788, 0.624], [1.061, 1.725, 1.986]],
  "mulliken_charge": [-1.29, -0.53, -0.25, 0.42, -0.10, -0.84, -0.99, 0.35, 0.36, 0.32, 0.36, 0.34, 0.47, -0.06, -0.07, -0.10, 0.42, 0.38, 0.29, 0.35, 0.44, 0.44, 0.30],
  "smiles": "CC[C@@H]([SiH3])[NH+](C)C",
  "charge": 1,
  "fmax_ev_per_a": 3.405,
  "homo_lumo_gap_ha": 0.4394
}


{
  "formula": "C7H18BCl4IO3P",
  "method": "ωB97M-V with the def2-TZVPD basis set",
  "elements": ["O", "B", "O", "O", "P", "C", "C", "C", "I", "H", "H", "H", "H", "H", "H", "H", "H", "H", "H", "Cl", "C", "C", "Cl", "H", "H", "H", "H", "Cl", "C", "C", "Cl", "H", "H", "H", "H"],
  "xyz": [[4.305, 2.079, 0.207], [4.062, 2.104, 1.682], [4.523, 3.263, 2.474], [3.332, 0.953, 2.246], [1.606, 1.154, 2.181], [0.983, 2.540, 1.028], [-0.604, 2.417, 0.593], [-1.668, 2.658, 1.815], [-1.228, 4.376, 3.106], [3.954, 2.955, -0.186], [4.536, 4.078, 1.866], [1.158, 1.314, 3.566], [1.061, -0.135, 1.745], [1.595, 2.486, 0.004], [1.260, 3.603, 1.487], [-0.805, 1.341, 0.156], [-0.790, 3.254, -0.234], [-1.878, 1.688, 2.476], [-2.718, 2.899, 1.298], [-0.957, -1.280, 0.573], [-0.963, -3.046, 0.343], [0.434, -3.641, 0.434], [1.455, -3.171, -0.948], [-1.431, -3.262, -0.622], [-1.597, -3.465, 1.131], [0.374, -4.733, 0.426], [0.944, -3.335, 1.353], [-1.483, -4.161, -3.661], [-2.365, -2.791, -4.380], [-2.833, -1.796, -3.330], [-4.123, -2.464, -2.299], [-3.203, -3.192, -4.958], [-1.676, -2.301, -5.074], [-3.247, -0.908, -3.817], [-2.012, -1.477, -2.681]],
  "mulliken_charge": [-0.52, 0.63, -0.49, -0.37, 0.54, -0.51, -0.34, -0.88, 0.08, 0.31, 0.32, 0.21, 0.06, 0.27, 0.45, 0.09, 0.34, 0.35, 0.44, -0.14, -0.26, -0.54, -0.17, 0.12, 0.32, 0.36, 0.33, -0.16, -0.41, -0.45, -0.17, 0.33, 0.29, 0.35, 0.23],
  "charge": 1,
  "fmax_ev_per_a": 3.975,
  "homo_lumo_gap_ha": 0.3202
}